# C4H8O3

A cluster of 2 separate species, C4H8O3 in total in a non-equilibrium geometry (ωB97M-V/def2-TZVPD, the Open Molecules 2025 dataset).

* net charge: 0
* LUMO: 0.4 eV
* orbital gap: 9.78 eV
* energy above the lowest of the compared OMol25 structures with the same formula, charge and spin: 90.9 kcal per mole

CARTESIAN COORDINATES (ANGSTROEM)
O1 -1.95 1.89 -0.61
C1 -1.34 0.68 -0.55
C2 -0.93 -0.84 0.91
C3 0.44 -0.85 0.43
O2 0.72 -1.10 -0.75
C4 1.54 -0.25 1.29
O3 2.39 0.50 0.47
H1 -1.25 2.54 -0.79
H2 -0.30 0.65 -0.85
H3 -1.98 -0.07 -0.97
H4 -1.54 -1.64 0.46
H5 -1.02 -0.86 2.01
H6 1.07 0.38 2.05
H7 2.05 -1.08 1.82
H8 2.33 0.07 -0.41

How is the electron density shared among the atoms? According to natural (NBO), the charges in e are:
1 O -0.66
2 C 0.09
3 C -0.56
4 C 0.49
5 O -0.63
6 C -0.16
7 O -0.72
8 H 0.49
9 H 0.19
10 H 0.18
11 H 0.22
12 H 0.22
13 H 0.18
14 H 0.18
15 H 0.49

# C3H7N2O

A cluster of 2 separate species, C3H7N2O in total in a non-equilibrium geometry (ωB97M-V/def2-TZVPD, the Open Molecules 2025 dataset).

* net charge: 0
* expectation value of S²: 0.755
* LUMO (alpha / beta): 0.6 / 0.6 eV
* multiplicity: 2
* orbital gap (alpha / beta): 4.65 / 8.60 eV
* energy above the lowest of the compared OMol25 structures with the same formula, charge and spin: 0.0 kcal per mole

CARTESIAN COORDINATES (ANGSTROEM)
C1 -0.71 1.18 -1.15
C2 -0.84 -0.01 -0.54
N1 -0.04 -0.07 0.58
C3 0.70 1.13 0.65
N2 0.21 1.93 -0.40
H1 -1.36 1.74 -1.80
H2 -1.56 -0.77 -0.83
H3 0.31 -0.94 0.94
H4 1.47 1.36 1.34
H5 0.64 2.81 -0.63
H6 1.05 -3.32 0.07
H7 0.21 -3.69 1.27
O1 0.43 -2.94 0.70

How is the electron density shared among the atoms? According to natural (NBO), the charges in e are:
1 C -0.12
2 C -0.08
3 N -0.58
4 C -0.08
5 N -0.59
6 H 0.21
7 H 0.21
8 H 0.43
9 H 0.19
10 H 0.40
11 H 0.48
12 H 0.48
13 O -0.95

# C21H20N2O3S

The molecule C21H20N2O3S in a non-equilibrium geometry (ωB97M-V/def2-TZVPD, the Open Molecules 2025 dataset).

* net charge: 0
* LUMO: 0.2 eV
* orbital gap: 8.19 eV
* energy above the lowest of the compared OMol25 structures with the same formula, charge and spin: 16.5 kcal per mole

CARTESIAN COORDINATES (ANGSTROEM)
O1 3.58 -4.07 1.24
C1 2.82 -3.21 0.82
N1 2.70 -2.95 -0.50
C2 1.75 -2.07 -1.15
H1 1.13 -1.53 -0.44
C3 0.85 -2.91 -2.07
H2 0.19 -2.27 -2.64
O2 1.61 -3.65 -3.00
C4 2.52 -4.51 -2.35
H3 3.07 -5.02 -3.14
C5 3.47 -3.72 -1.45
H4 4.13 -4.40 -0.90
H5 4.07 -3.04 -2.06
H6 1.97 -5.25 -1.75
H7 0.25 -3.60 -1.45
H8 2.31 -1.35 -1.76
C6 2.00 -2.38 1.79
H9 2.11 -2.83 2.78
H10 0.95 -2.31 1.52
S1 2.63 -0.67 1.94
C7 1.20 0.21 1.49
N2 0.12 -0.29 0.98
C8 -0.70 0.79 0.76
C9 -0.05 1.93 1.18
C10 -0.40 3.33 1.28
C11 0.60 4.30 1.27
C12 0.28 5.63 1.38
C13 -1.05 6.02 1.52
C14 -2.05 5.06 1.55
C15 -1.73 3.72 1.44
H11 -2.51 2.98 1.48
H12 -3.08 5.36 1.67
H13 -1.30 7.07 1.60
H14 1.06 6.38 1.37
H15 1.63 3.99 1.17
O3 1.19 1.53 1.64
C16 -1.99 0.60 0.10
C17 -2.50 1.55 -0.78
C18 -3.71 1.33 -1.41
C19 -4.42 0.16 -1.18
C20 -3.90 -0.80 -0.33
C21 -2.69 -0.58 0.31
H16 -2.28 -1.33 0.98
H17 -4.44 -1.72 -0.15
H18 -5.36 -0.01 -1.68
H19 -4.10 2.07 -2.09
H20 -1.94 2.46 -0.97

How is the electron density shared among the atoms? According to natural (NBO), the charges in e are:
1 O -0.63
2 C 0.67
3 N -0.43
4 C -0.26
5 H 0.25
6 C -0.08
7 H 0.20
8 O -0.52
9 C -0.08
10 H 0.20
11 C -0.26
12 H 0.25
13 H 0.19
14 H 0.17
15 H 0.16
16 H 0.20
17 C -0.62
18 H 0.26
19 H 0.27
20 S 0.30
21 C 0.34
22 N -0.53
23 C 0.05
24 C 0.26
25 C -0.03
26 C -0.22
27 C -0.20
28 C -0.21
29 C -0.20
30 C -0.22
31 H 0.22
32 H 0.22
33 H 0.22
34 H 0.22
35 H 0.22
36 O -0.42
37 C -0.01
38 C -0.21
39 C -0.21
40 C -0.21
41 C -0.21
42 C -0.20
43 H 0.22
44 H 0.22
45 H 0.21
46 H 0.22
47 H 0.22

# C20H26N4O3Sn

A structure of composition C20H26N4O3Sn in a non-equilibrium geometry (ωB97M-V/def2-TZVPD, the Open Molecules 2025 dataset).

* net charge: +4
* LUMO (alpha / beta): -16.7 / -16.2 eV
* orbital gap (alpha / beta): 5.85 / 6.28 eV
* energy above the lowest of the compared OMol25 structures with the same formula, charge and spin: 23.0 kcal per mole

CARTESIAN COORDINATES (ANGSTROEM)
N1 1.54 -2.88 -0.04
C1 2.52 -3.06 0.56
C2 3.71 -3.42 1.30
H1 4.52 -2.70 1.10
H2 4.03 -4.42 0.98
H3 3.50 -3.43 2.38
N2 -3.17 -2.01 -1.55
C3 -4.26 -2.42 -1.54
C4 -5.61 -2.91 -1.50
H4 -5.63 -3.97 -1.83
H5 -6.25 -2.31 -2.17
H6 -6.00 -2.84 -0.47
N3 -0.40 2.22 -2.64
C5 -0.01 3.31 -2.71
C6 0.41 4.68 -2.90
H7 -0.32 5.36 -2.43
H8 0.47 4.90 -3.97
H9 1.40 4.85 -2.44
Sn1 -0.44 -0.95 -1.79
C7 -2.14 0.83 -0.74
O1 -2.90 1.62 -0.38
C8 -1.03 -1.73 0.72
O2 -1.23 -2.08 1.78
C9 0.67 -2.76 -2.93
C10 1.51 -1.63 -3.04
C11 1.02 -0.46 -3.64
C12 -0.29 -0.41 -4.14
C13 -1.15 -1.52 -3.97
C14 -0.67 -2.69 -3.36
H10 1.06 -3.65 -2.45
H11 2.54 -1.69 -2.71
H12 1.68 0.40 -3.77
H13 -0.65 0.51 -4.60
H14 -2.21 -1.43 -4.24
H15 -1.34 -3.53 -3.15
O3 0.75 0.64 0.45
C15 0.72 1.28 1.52
C16 -0.52 1.32 2.42
C17 -0.25 0.68 3.78
C18 0.38 1.64 4.78
C19 1.81 2.05 4.43
C20 1.93 2.83 3.11
N4 1.81 1.97 1.93
H16 -0.81 2.37 2.54
H17 -1.32 0.81 1.88
H18 -1.21 0.34 4.19
H19 0.37 -0.22 3.67
H20 -0.24 2.54 4.87
H21 0.40 1.16 5.76
H22 2.21 2.70 5.22
H23 2.46 1.17 4.37
H24 1.15 3.61 3.10
H25 2.91 3.33 3.06
H26 2.56 2.02 1.24

How is the electron density shared among the atoms? According to natural (NBO), the charges in e are:
1 N -0.54
2 C 0.46
3 C -0.76
4 H 0.29
5 H 0.31
6 H 0.30
7 N -0.58
8 C 0.53
9 C -0.77
10 H 0.31
11 H 0.31
12 H 0.31
13 N -0.55
14 C 0.47
15 C -0.76
16 H 0.30
17 H 0.31
18 H 0.28
19 Sn 1.60
20 C 0.59
21 O -0.35
22 C 0.59
23 O -0.36
24 C -0.14
25 C -0.24
26 C -0.22
27 C -0.20
28 C -0.23
29 C -0.25
30 H 0.32
31 H 0.32
32 H 0.32
33 H 0.33
34 H 0.33
35 H 0.33
36 O -0.51
37 C 0.67
38 C -0.50
39 C -0.41
40 C -0.42
41 C -0.39
42 C -0.26
43 N -0.23
44 H 0.27
45 H 0.24
46 H 0.27
47 H 0.21
48 H 0.23
49 H 0.29
50 H 0.30
51 H 0.24
52 H 0.30
53 H 0.28
54 H 0.45

Number 1: total energy -382.820036 a.u.. Number 2: total energy -303.171128 a.u.. Number 3: total energy -1545.665788 a.u.. Number 4: total energy -1435.019028 a.u..